2 unconnected molecules or ions with the total composition C4H10O2, computed with wB97M-V/def2-TZVPD.

XYZ file:
```
16
Properties=species:S:1:pos:R:3:forces:R:3:nbo_charge:R:1
H -2.1796 0.8555 -1.3400 0.0220 0.0636 0.1645 0.211
H 1.9148 -1.5217 -0.3499 0.1054 0.1189 -0.0446 0.198
H 0.2355 0.4075 -1.4712 -0.0044 0.0230 0.1511 0.168
H 3.3109 -0.4553 0.0162 -0.1524 -0.0291 -0.0759 0.196
H -2.4230 2.2277 -0.2470 0.0167 -0.1441 0.0079 0.217
H -0.0887 -2.0146 1.4962 -0.0076 -0.1234 -0.0920 0.466
H -0.6737 1.0720 1.3877 -0.0234 -0.0024 -0.1379 0.210
O -0.3684 -2.2769 0.6102 -0.0298 0.0847 0.1330 -0.950
H -0.6834 -1.4414 0.2342 0.0406 -0.1029 0.0400 0.477
H 2.4485 -0.2841 -1.5355 -0.0367 -0.0229 0.1621 0.170
O 1.5027 0.4396 0.1747 -0.0225 0.0748 0.0793 -0.517
H -2.9289 0.6113 0.2483 0.1271 0.0842 -0.0909 0.216
C -0.7978 0.9270 0.3150 0.2001 -0.0090 -0.1206 -0.288
C 2.3339 -0.5157 -0.4670 0.1785 -0.1419 -0.1047 -0.259
C 0.2788 0.5796 -0.3911 -0.3697 0.1055 -0.0129 0.120
C -2.1509 1.1664 -0.2893 -0.0440 0.0210 -0.0583 -0.634
```
Positions in Å, forces in eV/Å.

Energy ... -8404.06403 eV
Energy relative to the best compared isomer or geometry (same formula, charge and spin) ... 143.1 kJ/mol
Charge ... 0
HOMO level ... -8.884 eV
SMILES ... C/C=C/OC.O
Molar mass ... 90.1 u
LUMO level ... 1.00 eV

=====

2 unconnected molecules or ions with the total composition C2H3N2O2, computed with wB97M-V/def2-TZVPD.

XYZ file:
```
9
Properties=species:S:1:pos:R:3:forces:R:3:nbo_charge:R:1
N -2.7336 -0.6745 0.3200 1.2771 -3.7831 -1.2408 0.072
H -0.4504 -0.1561 -1.3977 0.6980 -0.0940 0.8781 0.509
O -3.8217 -0.7921 0.7345 -2.9026 0.5675 0.9787 -0.021
H 3.9093 1.4005 -0.3299 0.0994 -0.0119 0.0349 0.061
O 1.4764 -0.4305 1.0312 -0.7651 0.6072 -0.6905 -0.217
N -0.4727 -0.2558 -0.3529 1.1870 -0.6173 -3.8492 -0.637
C 0.5920 -0.3042 0.3248 1.9572 -1.2835 1.3835 0.986
C -1.6905 -0.1146 0.1560 -1.4583 4.5849 2.5592 0.309
H 3.1912 1.3273 -0.4861 -0.0926 0.0303 -0.0538 -0.061
```
Positions in Å, forces in eV/Å.

Energy ... -9181.01276 eV
Energy relative to the best compared isomer or geometry (same formula, charge and spin) ... 462.8 kJ/mol
Spin multiplicity ... 3
Charge ... +1
HOMO level (alpha / beta) ... -12.661 / -15.943 eV
Molar mass ... 87.1 u
LUMO level (alpha / beta) ... -6.36 / -7.99 eV

=====

A single C4H10S2 molecule, computed with wB97M-V/def2-TZVPD.

XYZ file:
```
16
Properties=species:S:1:pos:R:3:forces:R:3:nbo_charge:R:1
C -1.2338 -3.0698 1.5140 0.3693 0.1865 -0.6633 -0.732
C 0.2265 0.6028 0.3270 0.3975 -0.8599 0.2624 -0.541
H 0.0252 0.5962 -1.8426 0.0674 -0.2231 0.1332 0.215
S -1.3704 -0.2624 0.4002 -0.3408 0.6422 0.0491 0.082
S -1.0025 -2.1878 -0.0790 0.0212 -0.4466 -0.0671 0.062
H 0.5337 3.0207 -0.3708 -0.4965 0.2718 -0.2283 0.199
H -0.2658 -3.3059 1.9459 -0.0306 0.1750 0.2724 0.214
H -1.8477 -2.4230 2.1343 0.0370 -0.2601 0.1868 0.233
H 0.3604 2.7925 -2.1746 0.0073 0.5124 0.1739 0.213
C 0.7123 0.9561 -1.0784 0.3334 1.5280 0.0159 -0.425
H 0.1248 1.4632 0.9923 -0.1961 0.1226 -0.2433 0.222
H -1.7285 -4.0040 1.2601 -0.2128 0.0294 0.1353 0.222
H 0.9462 -0.0387 0.8312 0.0536 -0.1336 0.0369 0.225
C 0.8789 2.5063 -1.2634 0.0777 -0.8702 0.1960 -0.605
H 1.9299 2.7815 -1.3253 0.0693 -0.0375 -0.3062 0.204
H 1.7108 0.5722 -1.2708 -0.1569 -0.6370 0.0464 0.210
```
Positions in Å, forces in eV/Å.

Energy ... -25980.42670 eV
Energy relative to the best compared isomer or geometry (same formula, charge and spin) ... 53.8 kJ/mol
Charge ... 0
HOMO level ... -8.532 eV
SMILES ... CCCSSC
Molar mass ... 122.3 u
LUMO level ... 0.86 eV

=====

A molecular structure, C4H8N2O2, computed with wB97M-V/def2-TZVPD.

XYZ file:
```
16
Properties=species:S:1:pos:R:3:forces:R:3:nbo_charge:R:1
C 1.6856 -0.3743 -0.3083 1.6115 -0.0989 -0.2605 -0.234
H 1.1511 -0.7639 1.9318 -0.7514 1.5258 -2.8604 0.418
O -2.0081 -1.4348 -0.0379 5.4484 1.5300 2.2316 -0.576
C 0.4412 0.4211 -0.9340 1.2999 -2.0965 -6.2126 0.067
C -1.3010 0.6932 0.8748 -2.5608 -2.4551 0.5065 0.016
H 0.4538 1.7238 0.6679 0.1303 -2.3362 -0.1833 0.170
C 0.1006 0.5706 0.4064 -2.5940 7.2450 5.1174 -0.170
H 0.8086 1.1723 -1.5866 0.6881 1.5302 0.5834 0.205
O -0.5277 -0.0360 -1.9211 -0.9163 -1.5052 2.0028 -0.727
H -1.7943 1.5550 1.4138 1.2231 -0.9208 -0.4195 0.228
N 0.8517 -0.4708 0.9164 1.6095 -3.3114 1.4142 -0.656
N -2.1393 -0.2983 0.8560 -1.8882 1.3581 -0.6590 -0.105
H -1.3122 -0.4920 -1.4684 1.4501 0.6365 -0.8699 0.488
H -0.9230 -1.4976 0.0731 -3.2616 -0.8431 -0.7221 0.471
H 2.1253 -1.4368 -0.7223 -0.7262 3.1134 0.9201 0.232
H 2.3875 0.6685 -0.1616 -0.7624 -3.3719 -0.5887 0.173
```
Positions in Å, forces in eV/Å.

Energy ... -11346.33221 eV
Energy relative to the best compared isomer or geometry (same formula, charge and spin) ... 750.7 kJ/mol
Charge ... 0
HOMO level ... -9.389 eV
Molar mass ... 116.1 u
LUMO level ... 0.54 eV

=====

A molecular structure, C4H8O2, computed with wB97M-V/def2-TZVPD.

XYZ file:
```
14
Properties=species:S:1:pos:R:3:forces:R:3:nbo_charge:R:1
C -0.6787 1.2673 1.2746 -0.2439 0.0402 -0.0663 0.304
O -1.8808 1.4508 1.3873 0.4207 -0.0350 -0.0203 -0.577
C 0.0358 0.6290 0.1901 -0.0862 -0.0169 0.1914 0.051
H 0.0408 1.7349 1.9812 -0.0693 -0.0708 -0.0431 0.133
H -0.7161 0.1919 -0.7383 -0.0274 0.0589 -0.1137 0.239
C 2.0149 -0.2858 -0.5721 0.1876 -0.0791 -0.1752 -0.248
O 1.0775 -0.1506 0.4931 -0.1429 0.1262 0.0262 -0.501
H 2.9295 -0.7019 -0.1464 -0.1213 0.0502 -0.0541 0.197
H -0.9289 -1.6164 -0.0299 -0.0779 0.1372 -0.0593 0.224
C -1.4767 -0.7574 -0.4129 -0.0932 -0.1487 0.1443 -0.685
H -1.8312 -0.9209 -1.4351 0.0789 0.0654 0.1191 0.232
H -2.2631 -0.3928 0.2438 0.1062 -0.1009 -0.1075 0.262
H 1.6199 -0.9732 -1.3308 0.0612 0.0948 0.1020 0.176
H 2.2050 0.6896 -1.0270 0.0075 -0.1214 0.0566 0.193
```
Positions in Å, forces in eV/Å.

Energy ... -8368.30929 eV
Energy relative to the best compared isomer or geometry (same formula, charge and spin) ... 479.8 kJ/mol
Charge ... 0
HOMO level ... -8.375 eV
Molar mass ... 88.1 u
LUMO level ... 0.44 eV

=====

A single C3H3F2N molecule, computed with wB97M-V/def2-TZVPD.

XYZ file:
```
9
Properties=species:S:1:pos:R:3:forces:R:3:nbo_charge:R:1
C 1.1784 0.3317 0.0537 -4.1446 -2.8305 -0.1404 -0.248
F -0.7081 0.5944 -1.6249 0.0726 -1.3588 1.3305 -0.338
F -0.1028 -1.4710 -0.8811 -0.7380 0.3334 -0.5925 -0.329
H -2.0629 -0.2748 0.8387 -2.0286 -0.4158 0.3145 0.197
H 1.5236 1.2917 -0.1618 0.2924 1.5279 -0.0424 0.190
C -1.0497 -0.0696 0.7417 0.4543 0.4775 -0.7705 -0.074
H 1.8462 -0.5199 -0.1297 0.1017 0.4884 0.8131 0.199
N -0.3226 0.2900 1.6862 2.3027 0.1863 -0.7003 -0.216
C -0.3022 -0.1724 -0.5228 3.6874 1.5915 -0.2120 0.619
```
Positions in Å, forces in eV/Å.

Energy ... -10080.45412 eV
Energy relative to the best compared isomer or geometry (same formula, charge and spin) ... 368.1 kJ/mol
Charge ... 0
HOMO level (alpha / beta) ... -10.259 / -9.794 eV
Molar mass ... 91.1 u
LUMO level (alpha / beta) ... -0.43 / -0.54 eV

=====

6 unconnected molecules or ions with the total composition H14NO5, computed with wB97M-V/def2-TZVPD.

XYZ file:
```
20
Properties=species:S:1:pos:R:3:forces:R:3:nbo_charge:R:1
H 0.3829 -0.6611 -0.5223 0.3064 -0.0825 -0.2950 0.429
O -3.3346 0.0662 -0.3427 0.3455 0.4245 0.1178 -0.979
H 0.0508 1.1959 2.1586 -0.1171 -0.0319 0.0326 0.499
O 1.6054 2.1931 1.4294 -0.5209 -0.7958 0.5898 -0.721
H -1.0802 -1.5028 -0.8133 0.9084 -0.6292 0.5402 0.497
H -0.9029 -0.5614 0.5676 0.0106 0.1226 -0.0683 0.464
H 4.0508 1.2939 -1.9900 0.7596 -0.1282 0.4107 0.528
O 4.0634 0.8549 -1.1107 -0.9203 -0.0795 0.2964 -0.623
H -0.2749 -4.0255 -0.8921 -0.0463 -0.2342 -0.3053 0.506
H 4.9331 0.7972 -0.6684 0.2064 0.2750 -0.6744 0.529
H -0.9847 -3.4852 -2.2005 0.1580 -0.4638 0.3662 0.504
H -3.8641 -0.0153 0.4603 -0.0948 -0.1700 -0.1028 0.498
H 1.2056 3.0238 1.1258 0.6842 0.2046 -0.3842 0.529
O -0.8965 0.9796 2.0581 0.5622 -0.1451 0.0333 -0.769
H -3.4748 0.9855 -0.6105 -0.2124 -0.1776 -0.0749 0.488
H -1.1367 0.0501 -0.9489 0.5374 0.4439 0.4105 0.462
O -0.8998 -3.3829 -1.2404 -0.1981 0.8493 -0.1622 -0.985
H 2.4118 1.8826 0.9851 -0.1059 0.7677 -0.2253 0.519
N -0.6163 -0.6552 -0.4112 -2.0047 -0.2574 -0.5633 -0.890
H -1.2382 0.9665 2.9661 -0.2582 0.1078 0.0581 0.516
```
Positions in Å, forces in eV/Å.

Energy ... -11934.23442 eV
Energy relative to the best compared isomer or geometry (same formula, charge and spin) ... 67.7 kJ/mol
Spin multiplicity ... 2
Charge ... +2
HOMO level (alpha / beta) ... -18.147 / -18.139 eV
Molar mass ... 108.1 u
LUMO level (alpha / beta) ... -6.93 / -15.29 eV

=====

A molecular structure, C36H54BN9RuS4, computed with wB97M-V/def2-TZVPD.

XYZ file:
```
105
Properties=species:S:1:pos:R:3:forces:R:3:lowdin_spin:R:1
C 2.1523 -0.2628 -4.5332 -0.0214 -0.3463 0.0085 0.000
H -1.5431 1.8419 -4.3403 -0.0327 0.0133 -0.1048 0.000
C -3.6581 1.2505 -0.5798 -0.2656 0.7727 0.4397 0.004
H -3.5400 -2.4497 4.6756 0.0245 -0.0802 -0.0205 0.000
C -1.6104 -0.5842 2.5422 0.1269 -0.0330 0.2812 0.002
H 2.0001 -3.9811 -1.2686 0.0569 0.0183 -0.0496 0.000
H 1.8728 1.5622 -6.2769 -0.0512 0.0733 0.1384 0.000
S 0.8342 2.4546 -0.1127 -1.1579 -0.5285 -0.8642 0.033
H -5.7656 0.7038 -2.2538 -0.0399 0.0599 -0.0858 0.000
H 4.8210 -4.1208 1.1924 0.0550 0.0578 -0.0213 0.000
H -4.3323 1.4989 3.2015 -0.0276 0.0424 -0.0543 0.000
H 2.5253 -0.2957 -3.5062 0.0696 0.0716 -0.0337 0.000
C 2.6933 1.2511 3.0351 0.4485 0.2394 0.2327 0.001
H 5.3523 4.0223 1.7316 0.1096 -0.0539 0.0162 0.000
H 0.2103 1.2580 4.4493 0.1118 0.1629 0.0969 0.000
H 1.9996 -4.3798 3.3023 0.0683 -0.1214 0.0859 0.000
C -0.0800 0.8187 -6.7945 0.1805 0.1457 0.0732 0.000
H -5.5994 -1.3578 2.5566 -0.1123 0.0277 0.1396 0.000
C -2.6767 2.6475 0.9674 0.3397 0.1644 0.2303 -0.002
C 0.1719 0.7722 -3.5715 -0.1708 0.3521 -0.1847 0.002
C 1.4102 -2.2789 3.1339 -0.0103 -0.5438 0.3015 0.001
H -0.3162 2.8648 -3.5783 0.0504 0.0818 -0.0712 0.000
N -2.5083 -0.2736 3.5068 0.8774 0.0965 -0.4416 -0.003
H 3.6742 -3.4870 -0.9835 -0.0705 -0.0621 -0.0514 0.000
H 0.8210 -0.8035 -2.5934 -0.1198 0.1424 0.0719 0.003
H 1.7329 -6.0746 1.8579 -0.0370 -0.0569 0.1092 0.000
C -4.0946 -1.5292 4.8479 0.0615 0.0976 -0.1550 0.000
N 2.2605 -3.3776 1.4153 -0.3581 0.5630 0.3207 0.002
C 3.3045 4.2054 1.0198 0.1719 0.6153 -0.3452 0.000
H 4.8579 5.6518 1.2975 -0.0244 0.0472 -0.0628 0.000
H -4.0957 -2.2147 2.2260 -0.0897 0.0193 -0.0228 -0.002
H 4.3645 3.0848 -0.5052 0.0875 -0.0717 0.0014 0.000
H 2.6665 -2.3147 -4.8894 0.0727 -0.1149 -0.0145 0.000
H 4.0145 -5.1925 2.3414 0.0170 -0.0361 0.1060 0.000
S -1.7835 -1.6178 1.1987 0.4410 0.8593 -1.4948 -0.076
C -1.8608 0.5194 4.4243 0.5081 0.3166 0.3707 -0.001
C -3.7980 0.2056 -1.5576 -0.2428 -0.3773 -0.2825 0.001
H 0.7328 -5.3070 0.6210 -0.0589 0.0180 -0.0457 0.000
H -1.8862 3.0848 1.5578 0.0689 0.0355 0.0271 0.000
S 2.1966 -1.3814 -0.4823 -0.0680 0.6049 -0.6361 0.016
Ru -0.8272 0.2428 -0.5426 -2.3127 -0.8421 0.5594 0.941
H 1.0152 -1.9720 4.0811 -0.0671 -0.0224 0.1967 0.000
N 1.7269 1.1073 2.0739 -0.1005 0.3215 -0.4434 0.005
C 1.7956 -1.6738 -4.9964 0.0781 0.1770 0.0562 0.000
N 2.8472 2.9529 1.6441 -0.3582 -0.5833 -0.0127 0.002
H 2.8162 3.7417 -1.0435 0.0740 -0.0248 -0.0486 0.000
H 2.8120 0.5362 3.8236 0.1326 -0.1382 0.1260 0.000
H 1.2876 4.8696 0.5959 -0.0293 0.0705 0.0018 0.001
N 0.1315 -0.0553 -2.5833 -0.0121 0.0734 1.1690 0.037
N 1.0492 0.6863 -4.5909 0.1614 0.0728 0.2363 0.000
C -4.9199 0.0444 -2.3804 0.1739 -0.1394 0.2444 0.000
H 1.9243 5.4446 2.1420 0.0092 0.0351 0.1060 0.000
C 1.9842 -2.1153 1.0136 0.1350 0.3167 -0.6544 0.004
C 3.3816 2.3835 2.7735 0.0409 -0.5779 0.6167 0.001
C 2.9423 -4.2716 -0.8098 0.0484 -0.0541 0.0317 0.001
H 4.5123 -5.8057 0.7666 0.0301 -0.1057 -0.0468 0.000
H 0.5445 2.4683 -5.5560 0.0992 -0.0573 -0.0085 0.000
C 4.1121 -4.9408 1.2880 -0.1612 0.0666 -0.0448 0.000
C -4.5300 -1.2351 2.4068 0.0373 0.0267 0.0836 -0.002
H -4.3940 3.8011 1.6990 0.0009 0.1953 0.1569 0.000
H -4.3791 -0.6169 1.5252 0.0038 0.0310 -0.0688 0.000
H -5.1435 -1.7785 4.9820 -0.1102 -0.0121 0.0246 0.000
C 2.1763 5.2343 1.1042 0.0155 -0.1095 0.0060 0.001
H 0.9901 -2.0973 -4.4025 -0.1155 -0.0619 0.0613 0.000
C 2.7621 -4.5487 0.6799 0.2804 -0.5004 -0.4018 0.000
C -3.9422 -0.5811 3.6540 -0.7228 -0.2621 0.0708 0.000
H 2.4904 6.1574 0.6279 0.0707 0.1464 -0.0508 0.000
H 1.4904 -1.6774 -6.0389 -0.0202 -0.0414 -0.0895 0.000
H 3.2937 -5.1794 -1.2956 0.0311 -0.1973 0.1133 0.000
C 1.8321 2.1567 1.2239 -0.3202 -0.1932 -0.1147 0.007
C 0.8920 1.4644 -5.8067 -0.3436 0.0938 -0.3220 0.000
B 0.7840 -0.0743 1.9097 0.0263 -0.0670 -0.2627 0.047
H -5.7380 0.6092 3.7889 -0.0893 -0.0497 0.0253 0.000
H -3.7764 -2.5925 -4.1546 0.0254 -0.0648 -0.0413 0.000
H -5.7714 -1.0989 -3.9790 -0.0267 0.0266 -0.0298 0.000
H 0.3579 -0.0322 0.7423 0.6147 0.0856 0.5039 0.021
C -4.6675 0.7470 3.9128 0.0873 -0.1473 -0.0639 0.000
C 4.5285 4.7313 1.7714 -0.1770 -0.1176 -0.0113 0.000
C -3.8116 -1.7926 -3.4328 -0.0010 -0.0752 0.2597 0.001
C -0.5880 0.6984 4.0071 -0.2095 0.1320 0.3558 -0.002
C -3.9758 3.0434 1.0651 -0.2241 -0.1572 -0.3582 -0.004
H -0.2665 1.4962 -7.6233 -0.0402 0.0314 -0.1300 0.000
H 2.9538 0.1270 -5.1625 -0.0219 0.0556 0.1083 0.000
H 4.2951 4.9613 2.8096 0.0117 0.0149 0.0731 0.000
H -1.3495 1.8458 -2.5697 0.0942 0.0763 -0.4172 -0.002
H -3.7322 -1.0730 5.7664 0.0293 0.0353 0.0934 0.000
C 1.7326 -5.6734 0.8480 0.0766 0.1132 0.0115 0.000
C -2.7603 -1.6011 -2.5538 0.0850 -0.5095 -0.3285 0.001
S -5.0222 2.1968 -0.0042 0.8885 -0.2237 -0.0001 0.001
H -1.0284 0.5967 -6.3113 -0.1165 -0.0168 0.0296 0.000
H 4.2020 4.8101 -0.8407 0.0809 0.1460 -0.0068 0.000
C 1.8977 -3.4743 2.7417 -0.2152 0.2245 0.6623 0.001
H 1.9635 -6.4859 0.1653 0.0651 -0.0962 -0.0419 0.000
N -2.7509 -0.6345 -1.6514 1.2629 1.5786 0.3784 -0.016
N 1.4671 -1.4267 2.0616 0.0286 -0.1799 -0.1580 0.007
H -2.3385 0.8900 5.3056 -0.1255 0.0798 0.1185 0.000
C 3.6948 3.9395 -0.4370 -0.0849 -0.0165 0.0574 0.001
H -1.8956 -2.2552 -2.5465 0.0194 0.0860 -0.1546 0.000
H 4.2069 2.7994 3.3072 0.1342 0.1230 0.0719 0.000
C -0.8188 1.9016 -3.5313 -0.1023 -0.0076 0.2839 -0.002
C -4.9202 -0.9594 -3.3276 0.1155 0.0357 0.0608 0.003
H -4.4930 1.1087 4.9217 0.0120 0.0934 0.1141 0.000
N -0.4278 0.0070 2.8400 -0.7960 -0.0559 0.0719 0.002
H 0.3254 -0.1073 -7.1927 -0.0047 -0.0813 -0.0483 0.000
C -2.4710 1.6149 0.0198 0.8395 -2.0486 -0.7893 -0.038
```
Positions in Å, forces in eV/Å.

Energy ... -98217.20833 eV
Spin multiplicity ... 2
Charge ... +1
HOMO level (alpha / beta) ... -9.486 / -9.503 eV
Molar mass ... 853.0 u
LUMO level (alpha / beta) ... -3.43 / -2.91 eV